1.
Formula: C3H3LuO3
Source: the OMol25 dataset
Level of theory: ωB97M-V/def2-TZVPD

```
! RIJCOSX wB97M-V def2-TZVPD def2/J DEFGRID3
* xyz 1 2
H 0.532 0.456 0.646
O -1.737 -0.816 0.030
C -0.973 -0.350 -0.771
O 0.038 0.492 -0.597
O -0.979 -0.631 -2.092
Lu 0.125 1.337 -2.868
H -1.580 -1.401 -2.372
C 1.198 0.419 2.261
C 1.139 0.550 3.499
H 2.239 -0.055 2.264
*
```

Expectation value of S²: 0.7525
E in eV: -42906.622
Energy relative to the best compared isomer or geometry (same formula, charge and spin) in kJ/mol: 646.7
HOMO energy (alpha / beta) in eV: -11.320 / -11.181

Löwdin population analysis, charges in e, atoms 1 to 5: 0.17 0.20 -0.76 -0.25 -0.12

***

2.
Formula: C3H3N
Source: the OMol25 dataset
Level of theory: ωB97M-V/def2-TZVPD

```
! RIJCOSX wB97M-V def2-TZVPD def2/J DEFGRID3
* xyz 0 1
C -2.363 0.269 -0.116
C 0.318 -0.203 -0.015
C 1.563 0.052 -0.143
N -1.005 0.077 0.025
H -2.739 -0.555 0.411
H 1.913 0.993 -0.525
H 2.313 -0.633 0.363
*
```

E in eV: -4644.297
Energy relative to the best compared isomer or geometry (same formula, charge and spin) in kJ/mol: 407.8
HOMO energy in eV: -8.927

Löwdin population analysis, charges in e, atoms 1 to 5: 0.07 -0.11 -0.02 -0.05 -0.03

***

3.
Formula: C3H3N
Source: the OMol25 dataset
Level of theory: ωB97M-V/def2-TZVPD

```
! RIJCOSX wB97M-V def2-TZVPD def2/J DEFGRID3
* xyz 0 1
C -0.591 -0.082 0.262
C 0.086 1.025 0.566
C 0.345 -0.761 -0.628
N 1.397 -0.047 -0.727
H -1.576 -0.384 0.614
H 0.111 1.963 1.063
H 0.228 -1.714 -1.149
*
```

E in eV: -4644.339
Energy relative to the best compared isomer or geometry (same formula, charge and spin) in kJ/mol: 403.8
HOMO energy (alpha / beta) in eV: -8.982 / -9.434

Löwdin population analysis, charges in e, atoms 1 to 5: -0.17 0.13 -0.32 0.14 0.08

***

4.
Formula: C3H3N2
Source: the OMol25 dataset
Level of theory: ωB97M-V/def2-TZVPD

```
! RIJCOSX wB97M-V def2-TZVPD def2/J DEFGRID3
* xyz 1 1
C -0.442 0.189 -1.598
C 0.877 -1.903 0.682
C 0.387 0.362 -0.230
N -0.901 0.868 -0.648
N 0.472 -0.771 0.529
H 1.113 1.049 0.015
H -1.591 1.523 -0.253
H 0.086 -1.318 1.502
*
```

E in eV: -6124.312
Energy relative to the best compared isomer or geometry (same formula, charge and spin) in kJ/mol: 508.1
HOMO energy in eV: -15.545

Löwdin population analysis, charges in e, atoms 1 to 5: 0.20 0.35 -0.24 0.10 0.06